# 1
This record from the OMol25 dataset describes C6H9N in the gas phase. The level of theory is wB97M-V/def2-TZVPD.

```
16
Properties=species:S:1:pos:R:3:nbo_charge:R:1
C -0.816 -3.082 -0.902 -0.68
C -0.805 -1.757 -0.282 0.00
C -0.836 -0.673 0.241 -0.03
C -0.742 0.659 0.850 -0.48
C 0.668 1.181 0.682 -0.07
C 1.047 1.940 -0.531 -0.26
N 0.855 2.623 0.753 -0.59
H -1.005 -3.009 -1.978 0.23
H -1.600 -3.703 -0.458 0.23
H 0.142 -3.595 -0.762 0.23
H -1.016 0.618 1.912 0.23
H -1.428 1.363 0.367 0.24
H 1.418 0.548 1.163 0.20
H 0.311 2.214 -1.287 0.20
H 2.051 1.828 -0.935 0.19
H 1.756 2.845 1.165 0.35
```

Properties
**SMILES string**: CC#CC[C@H]1CN1
**2S+1**: 1
**Energy above the lowest of the compared OMol25 structures with the same formula, charge and spin**: 65.2 kcal/mol
**Max |F|**: 0.45 eV/Å

# 2
This record from the OMol25 dataset describes a molecular structure, C6H9N. The level of theory is wB97M-V/def2-TZVPD.

```
16
Properties=species:S:1:pos:R:3:nbo_charge:R:1
C 2.226 0.002 -0.190 -0.68
C 0.857 0.565 -0.341 0.31
C -0.349 0.539 0.580 -0.35
C -0.936 1.341 -0.612 -0.22
N 0.362 1.219 -1.328 -0.40
C -1.514 -1.643 0.075 -0.39
C -0.900 -0.820 0.922 -0.18
H 2.790 0.567 0.560 0.23
H 2.758 0.048 -1.143 0.24
H 2.174 -1.039 0.149 0.23
H -0.213 1.137 1.489 0.22
H -1.766 0.865 -1.142 0.19
H -1.201 2.381 -0.393 0.19
H -1.711 -1.379 -0.963 0.19
H -1.844 -2.628 0.391 0.20
H -0.733 -1.155 1.946 0.20
```

Properties
**2S+1**: 1
**Energy above the lowest of the compared OMol25 structures with the same formula, charge and spin**: 46.0 kcal/mol
**Max |F|**: 0.39 eV/Å

# 3
This record from the OMol25 dataset describes a molecular structure, C6H9N. The level of theory is wB97M-V/def2-TZVPD.

```
16
Properties=species:S:1:pos:R:3:nbo_charge:R:1
C 1.350 -0.588 1.004 -0.64
C 1.209 0.379 -0.134 -0.09
C -0.275 -0.426 -1.114 -0.15
C -1.544 -1.017 -0.591 -0.69
C 0.420 1.537 -0.111 -0.39
C -0.615 1.710 0.834 0.25
N -1.487 1.817 1.599 -0.35
H 0.416 -0.645 1.567 0.22
H 1.570 -1.563 0.567 0.23
H 2.161 -0.319 1.691 0.22
H 2.126 0.490 -0.730 0.23
H -0.559 0.130 -2.015 0.17
H -2.512 -0.473 -0.670 0.23
H -1.333 -1.750 -1.428 0.28
H -1.575 -1.656 0.297 0.23
H 0.651 2.375 -0.766 0.25
```

Properties
**2S+1**: 1
**Energy above the lowest of the compared OMol25 structures with the same formula, charge and spin**: 109.4 kcal/mol
**Max |F|**: 2.17 eV/Å

# 4
This record from the OMol25 dataset describes C6H9N in the gas phase. The level of theory is wB97M-V/def2-TZVPD.

```
16
Properties=species:S:1:pos:R:3:nbo_charge:R:1
C -2.704 -0.787 1.363 -0.73
C -1.648 -0.197 0.453 0.12
C 0.402 1.877 -0.661 0.03
C 1.000 0.606 -0.626 -0.18
C 2.415 0.896 -1.150 -0.62
C 0.689 -0.593 -0.112 -0.11
N -0.546 -0.902 0.520 -0.55
H -2.391 -1.677 1.947 0.17
H -3.038 -0.023 2.075 0.24
H -3.593 -1.066 0.784 0.24
H 0.207 2.161 -1.714 0.14
H 2.734 0.011 -1.696 0.24
H 3.083 1.094 -0.309 0.23
H 2.487 1.751 -1.836 0.23
H 1.386 -1.421 -0.165 0.20
H -0.482 -1.730 1.127 0.37
```

Properties
**2S+1**: 1
**Energy above the lowest of the compared OMol25 structures with the same formula, charge and spin**: 147.7 kcal/mol
**Max |F|**: 0.53 eV/Å